(1)
Below is a cluster of 13 separate species, C26H78O26 in total, with properties calculated with wB97M-V/def2-TZVPD.

```
130
Properties=species:S:1:pos:R:3:lowdin_charge:R:1
C 1.3262 1.3610 4.9111 -0.21
C 1.7963 2.7080 4.2689 -0.22
O 3.1111 2.5824 3.8104 -0.06
O 0.8843 0.4365 3.9520 -0.09
H 0.4676 1.5287 5.5614 0.11
H 2.1606 0.8647 5.4067 0.12
H 1.4925 3.4766 4.9796 0.12
H 1.2358 3.1090 3.4244 0.10
H 3.1488 1.9374 3.1004 0.04
H 1.4333 0.2822 3.1798 0.04
C 2.0586 -0.0286 -4.0770 -0.24
C 2.4521 -1.0442 -2.9556 -0.24
O 2.7721 -0.4232 -1.7609 -0.08
O 0.9636 0.6352 -3.6836 -0.07
H 2.1452 -0.5190 -5.0465 0.13
H 2.7457 0.8141 -4.0006 0.13
H 3.3808 -1.5099 -3.2855 0.11
H 1.6386 -1.7080 -2.6632 0.12
H 2.3226 -0.9421 -1.0898 0.03
H 1.1956 1.5506 -3.5109 0.05
C 4.2324 -5.3614 -0.7564 -0.25
C 3.3356 -4.2311 -1.2340 -0.21
O 2.0663 -4.1163 -0.5297 -0.07
O 4.4835 -5.2033 0.6173 -0.06
H 5.1784 -5.3501 -1.2976 0.13
H 3.6750 -6.2934 -0.8511 0.12
H 2.9700 -4.4379 -2.2398 0.12
H 3.9843 -3.3574 -1.1708 0.11
H 2.2452 -4.4048 0.3683 0.05
H 5.3324 -4.7554 0.6338 0.09
C 1.5550 -4.2735 4.6934 -0.19
C 2.1259 -3.5918 3.4747 -0.26
O 1.1277 -3.2158 2.5987 -0.09
O 1.3021 -5.6797 4.4118 -0.08
H 0.5595 -3.9404 4.9870 0.13
H 2.1620 -4.1488 5.5901 0.12
H 2.7120 -4.2329 2.8162 0.11
H 2.6438 -2.6671 3.7291 0.11
H 0.4169 -3.8247 2.8124 0.03
H 1.9603 -6.1396 3.8856 0.08
C -5.9436 -0.3745 -0.6255 -0.26
C -4.6043 0.2287 -1.0925 -0.14
O -3.5841 0.3176 -0.0348 -0.06
O -5.7114 -1.4473 0.2170 -0.04
H -6.5969 -0.6182 -1.4633 0.13
H -6.5543 0.3365 -0.0691 0.11
H -4.9295 1.2236 -1.3968 0.13
H -4.1346 -0.4632 -1.7917 0.13
H -2.7854 0.3367 -0.5671 -0.01
H -4.7524 -1.4856 0.2382 0.06
C -4.2594 1.3033 3.1533 -0.07
C -3.0406 0.6601 3.7735 -0.20
O -2.7366 1.3417 4.8950 0.09
O -4.1747 2.7468 3.0280 0.08
H -5.2319 1.0488 3.5748 0.15
H -4.2220 1.0137 2.1032 0.15
H -2.1342 0.8719 3.2062 0.13
H -2.9664 -0.4189 3.9090 0.16
H -2.2942 2.1581 4.6515 0.13
H -5.0136 3.1695 2.8304 0.13
C 3.9425 -0.3376 1.7331 -0.21
C 5.4208 -0.4325 1.9277 -0.22
O 6.0546 -0.2681 0.6417 -0.05
O 3.7166 1.0475 1.4557 -0.09
H 3.3880 -0.4805 2.6605 0.10
H 3.5024 -0.9843 0.9740 0.12
H 5.7229 -1.4338 2.2349 0.12
H 5.7367 0.2715 2.6975 0.13
H 6.9191 0.0157 0.9477 0.08
H 3.5665 1.2162 0.5226 0.09
C -2.2335 -4.9192 0.1751 -0.22
C -2.2289 -4.6945 1.6889 -0.17
O -0.9607 -4.9802 2.4052 -0.09
O -1.9300 -6.2648 -0.2883 -0.07
H -1.3026 -4.4894 -0.1950 0.10
H -2.9880 -4.3548 -0.3728 0.12
H -3.0756 -5.3466 1.9035 0.12
H -2.2741 -3.6251 1.8949 0.12
H -0.7840 -5.9236 2.4256 0.09
H -1.2360 -6.6855 0.2245 0.07
C -1.7656 3.9650 0.3696 -0.19
C -2.7008 4.7035 -0.5487 -0.25
O -1.9612 5.7437 -1.1387 -0.05
O -1.4257 4.6845 1.6345 -0.08
H -0.8216 3.7408 -0.1272 0.10
H -2.2479 3.0026 0.5411 0.09
H -3.6747 5.0766 -0.2320 0.13
H -3.0043 3.9781 -1.3035 0.11
H -1.9276 6.4754 -0.5182 0.09
H -1.6261 5.6166 1.5225 0.06
C -0.3787 0.8144 -0.2239 -0.11
C 0.0208 -0.4749 0.5465 -0.21
O 0.6026 -1.4415 -0.2721 -0.07
O -1.3776 0.3353 -1.2058 -0.08
H 0.4179 1.3687 -0.7201 0.11
H -0.7794 1.4112 0.5954 0.10
H -0.8234 -0.9623 1.0343 0.13
H 0.8344 -0.2169 1.2245 0.10
H 0.5040 -2.3304 0.0769 0.07
H -1.0053 0.1222 -2.0646 0.08
C 2.1316 4.8531 -0.5175 -0.17
C 2.2611 4.5156 1.0224 -0.20
O 3.5018 3.8529 1.1455 -0.09
O 1.7570 3.6326 -1.1774 -0.09
H 3.0047 5.3339 -0.9587 0.13
H 1.2790 5.5184 -0.6533 0.11
H 1.4832 3.8155 1.3272 0.09
H 2.4160 5.2835 1.7803 0.13
H 3.5508 3.4884 2.0323 0.04
H 2.4440 3.0544 -0.8378 0.07
C 0.0132 4.2515 -4.5721 -0.17
C -1.3221 3.5144 -4.5522 -0.30
O -1.2487 2.2024 -4.7661 -0.02
O 1.1222 3.4344 -4.0999 -0.07
H 0.1010 5.2780 -4.2161 0.13
H 0.0380 4.3709 -5.6553 0.11
H -1.8889 3.8375 -5.4254 0.13
H -1.8134 3.8359 -3.6338 0.10
H -0.5468 1.8698 -4.2020 0.06
H 1.3113 3.7636 -3.2181 0.05
C -2.5566 -1.3678 -4.9611 -0.19
C -3.8254 -1.3690 -5.9055 -0.31
O -3.7891 -0.3567 -6.7804 -0.04
O -2.5720 -0.2766 -4.0587 -0.07
H -1.6684 -1.2984 -5.5892 0.12
H -2.5940 -2.3808 -4.5604 0.11
H -4.7174 -1.1989 -5.3025 0.11
H -4.0677 -2.2592 -6.4860 0.12
H -4.5779 -0.5317 -7.2988 0.10
H -2.1731 0.5546 -4.3263 0.05
```

Calculated values
**Charge**: +1
**Calculated total energy**: -81440.70398 eV
**Orbital gap (spin up / spin down)**: 8.70 / 2.22 eV
**Expectation value of S²**: 0.755
**2S+1**: 2
**E_HOMO (spin up / spin down)**: -11.298 / -11.298 eV

(2)
Below is a cluster of 11 separate species, C26H80N10O11 in total, with properties calculated with wB97M-V/def2-TZVPD.

```
127
Properties=species:S:1:pos:R:3:lowdin_charge:R:1
C -15.4527 30.1807 -10.9496 -0.13
O -14.1073 29.9662 -10.6269 -0.19
C -13.6216 30.9020 -9.6706 -0.21
C -12.1370 30.6499 -9.5299 -0.44
C -11.4899 31.5307 -8.4911 -0.07
N -11.4624 30.8612 -10.8401 0.06
H -15.6287 31.2364 -11.2026 0.09
H -16.1764 29.9124 -10.1722 0.09
H -15.6823 29.6171 -11.8538 0.09
H -13.8483 31.9253 -9.9883 0.13
H -14.1058 30.6662 -8.7129 0.13
H -12.0577 29.5798 -9.2915 0.13
H -11.4699 32.5621 -8.8586 0.07
H -10.4857 31.2009 -8.2222 0.05
H -12.0590 31.6052 -7.5598 0.08
H -10.4728 30.7113 -10.6443 0.04
H -11.7304 30.0472 -11.3885 0.06
C -8.9136 34.9737 -12.9514 -0.11
O -8.4030 34.2724 -11.8424 -0.19
C -9.0550 34.5687 -10.6228 -0.21
C -8.1024 34.3497 -9.4472 -0.41
C -7.5062 32.9613 -9.5433 -0.07
N -8.8488 34.4297 -8.1749 0.04
H -9.7030 34.3873 -13.4351 0.09
H -8.1081 35.1254 -13.6716 0.09
H -9.3158 35.9642 -12.7216 0.08
H -9.3842 35.6154 -10.6095 0.12
H -9.9568 33.9523 -10.5076 0.12
H -7.3259 35.1132 -9.4555 0.14
H -6.6207 32.7539 -8.9370 0.08
H -7.2973 32.6807 -10.5736 0.07
H -8.1892 32.1954 -9.1503 0.05
H -9.4572 33.6164 -8.1470 0.04
H -9.4768 35.2294 -8.1713 0.07
C -8.0739 22.6969 -10.9910 -0.12
O -9.0070 23.6480 -11.4153 -0.16
C -8.8010 24.8746 -10.7791 -0.24
C -9.7440 25.9213 -11.3287 -0.44
C -9.7381 27.1659 -10.4324 -0.05
N -11.0973 25.4025 -11.4809 0.06
H -8.3312 21.7032 -11.3585 0.09
H -8.0226 22.5601 -9.8997 0.09
H -7.0564 22.9429 -11.3168 0.09
H -8.9483 24.7820 -9.6837 0.13
H -7.7571 25.2311 -10.7726 0.13
H -9.3568 26.2214 -12.3122 0.11
H -9.8834 26.8983 -9.3865 0.08
H -10.5665 27.7929 -10.7763 0.07
H -8.8322 27.7579 -10.5829 0.05
H -11.2099 24.5022 -11.0350 0.07
H -11.7934 26.0370 -11.1186 0.06
C -9.7277 30.3589 -3.0792 -0.11
O -9.7328 29.3670 -4.0732 -0.18
C -9.7027 29.8905 -5.3759 -0.24
C -9.8367 28.7497 -6.3755 -0.43
C -11.1836 28.0728 -6.2106 -0.06
N -8.7522 27.7750 -6.1825 0.06
H -9.0107 31.1833 -3.2029 0.07
H -9.3492 29.8839 -2.1726 0.09
H -10.7321 30.7713 -2.9633 0.09
H -10.3482 30.7711 -5.5284 0.12
H -8.7107 30.3702 -5.5290 0.12
H -9.6781 29.0856 -7.4048 0.11
H -11.4042 27.3773 -7.0251 0.07
H -11.9785 28.8233 -6.1724 0.08
H -11.2492 27.4531 -5.3161 0.08
H -7.8779 28.1465 -6.5705 0.02
H -8.5042 27.7308 -5.1945 0.08
C -6.9014 26.9518 -13.8728 -0.09
O -5.5575 26.5196 -13.9836 -0.17
C -4.7197 27.2250 -13.1254 -0.25
C -3.2905 26.6913 -13.1732 -0.43
C -3.2154 25.1896 -12.8654 -0.04
N -2.3863 27.4347 -12.3088 0.05
H -7.4407 26.5722 -14.7396 0.10
H -6.9583 28.0445 -13.8727 0.08
H -7.3575 26.5187 -12.9761 0.07
H -4.7065 28.3157 -13.2896 0.12
H -5.0775 27.1165 -12.0819 0.12
H -2.9538 26.7954 -14.2088 0.14
H -4.1801 24.6861 -12.9266 0.07
H -2.8228 24.9902 -11.8679 0.07
H -2.5520 24.7244 -13.5938 0.07
H -2.6926 27.4400 -11.3443 0.03
H -2.3632 28.3971 -12.6326 0.06
C -2.6830 29.2820 -5.6331 -0.11
O -3.3361 30.5100 -5.4370 -0.19
C -4.5835 30.4108 -4.7682 -0.20
C -4.7902 31.7166 -4.0283 -0.44
C -3.6883 32.1342 -3.0797 -0.07
N -6.0622 31.7150 -3.2506 0.04
H -1.7943 29.5144 -6.2246 0.09
H -3.2345 28.5913 -6.2916 0.06
H -2.4624 28.7893 -4.6847 0.09
H -5.3712 30.2928 -5.5233 0.12
H -4.6400 29.5457 -4.0945 0.14
H -4.8664 32.4700 -4.8270 0.14
H -3.5765 31.3836 -2.2901 0.08
H -3.8776 33.0851 -2.5848 0.07
H -2.7143 32.1943 -3.5709 0.07
H -6.4186 32.6651 -3.2733 0.07
H -6.7604 31.1759 -3.7603 0.04
N -7.0599 29.7058 -8.9678 0.20
C -6.1643 28.7776 -8.5642 -0.61
N -5.1935 28.4932 -9.4747 0.19
O -6.1611 28.2424 -7.4487 -0.05
H -7.7486 30.1008 -8.3533 0.08
H -7.2055 29.9488 -9.9387 0.05
H -5.2663 28.7953 -10.4297 0.07
H -4.3414 28.0464 -9.1825 0.06
N -4.1275 25.9188 -6.4023 0.14
C -5.0533 24.9121 -6.6040 -0.68
N -6.2705 25.4141 -6.9535 0.17
O -4.7828 23.7309 -6.4846 0.02
H -4.3955 26.8797 -6.5378 0.05
H -3.2397 25.6850 -6.0026 0.10
H -6.3575 26.4083 -7.1263 0.04
H -7.0451 24.8006 -7.1126 0.10
O -8.1938 30.0381 -11.6814 -0.05
H -8.5951 29.2948 -12.1444 0.04
H -7.9549 30.6628 -12.3753 0.06
O -2.8438 26.5486 -9.3086 -0.06
H -2.9058 26.1177 -8.4444 0.03
H -1.9472 26.9011 -9.3404 0.05
O -4.2104 31.1326 -10.9287 -0.06
H -3.7925 31.4840 -10.1363 0.04
H -3.4872 30.9991 -11.5488 0.03
```

Calculated values
**Charge**: 0
**Calculated total energy**: -65682.22860 eV
**Orbital gap**: 9.03 eV
**E_HOMO**: -9.066 eV
**SMILES**: COC[C@H](C)N.COC[C@H](C)N.COC[C@H](C)N.COC[C@H](C)N.COC[C@H](C)N.COC[C@H](C)N.NC(N)=O.NC(N)=O.O.O.O

no.,M (g/mol),strongest force on any atom (hartree/bohr)
1,806.88,0.091
2,708.99,0.035